No. 1
{
  "formula": "C4H32N2O12S",
  "method": "ωB97M-V with the def2-TZVPD basis set",
  "smiles": "NC[C@@H](CS)NC=O.O.O.O.O.O.O.O.O.O.O.O",
  "e_tot_ha": -1582.161807,
  "homo_ev": -9.3,
  "homo_lumo_gap_ev": 9.200,
  "total_charge": 0,
  "elements": ["N", "C", "C", "C", "S", "N", "C", "O", "H", "H", "H", "H", "H", "H", "H", "H", "H", "H", "O", "H", "H", "O", "H", "H", "O", "H", "H", "O", "H", "H", "O", "H", "H", "O", "H", "H", "O", "H", "H", "O", "H", "H", "O", "H", "H", "O", "H", "H", "O", "H", "H"],
  "coordinates": [[-0.66367, -0.85743, 0.58824], [-1.98078, -0.51810, 0.04733], [-1.97026, 0.31094, -1.25482], [-3.38971, 0.43916, -1.80959], [-4.09164, -1.18584, -2.33765], [-1.25700, 1.59596, -1.31623], [-1.59463, 2.59389, -0.47416], [-2.44559, 2.44615, 0.39043], [-0.23097, -1.58591, 0.04612], [-0.17631, 0.02456, 0.51147], [-2.47644, 0.10674, 0.78966], [-2.50640, -1.44737, -0.16498], [-1.47226, -0.26559, -2.05026], [-4.13910, 0.82858, -1.11457], [-3.40256, 1.22346, -2.57342], [-5.04657, -1.25042, -1.40445], [-0.47513, 1.65492, -1.93503], [-1.31034, 3.63648, -0.76685], [-2.99647, 1.72043, 3.31667], [-3.25452, 1.16618, 2.54937], [-2.94736, 2.50645, 2.75167], [2.14770, 1.40376, 3.35224], [2.19307, 0.59620, 2.82264], [1.28636, 1.32081, 3.82224], [-1.21675, -2.49704, -2.31206], [-1.87315, -3.15363, -2.56100], [-0.60096, -3.10641, -1.84255], [-1.42036, -1.68327, 3.32612], [-1.14837, -0.82638, 3.70016], [-1.31508, -1.53978, 2.36024], [5.00411, -1.14923, -0.09689], [4.99737, -2.11628, -0.08463], [4.72900, -1.00480, -1.02790], [3.76200, -0.40429, -2.38154], [3.10498, -0.25099, -1.68032], [3.69535, 0.11601, -3.20158], [2.30844, 0.00518, -4.30240], [1.56869, -0.35764, -3.79561], [2.47602, -0.76855, -4.85116], [0.55200, -4.02959, -0.95074], [1.31623, -3.44880, -0.92182], [0.19216, -4.17130, -0.04569], [2.59462, 0.50027, -0.03064], [3.29654, 1.16770, -0.11705], [2.69568, 0.16163, 0.86226], [3.27882, 3.02978, 1.02788], [4.18418, 3.18998, 1.30143], [2.95622, 2.50096, 1.78839], [-0.58967, 0.89249, 3.86788], [-0.97092, 1.12286, 4.73001], [-1.37655, 1.35714, 3.45314]],
  "atomic_forces_ev_per_a": [[-0.8, 0.7, 0.0], [0.5, 0.4, -0.3], [0.1, -1.0, -1.3], [-1.0, 0.5, 0.4], [0.1, 0.6, -0.3], [-0.4, -0.4, 1.3], [-1.3, 0.9, -0.9], [0.2, 0.0, 0.5], [0.3, 0.2, -0.4], [1.0, -0.3, 0.2], [-0.3, -0.4, 0.1], [-0.3, 0.3, 0.1], [0.1, -0.2, 0.6], [0.4, -0.1, 0.4], [0.1, -0.6, -0.5], [0.0, 0.0, 0.0], [0.2, 0.3, -0.1], [0.7, -0.8, 0.3], [-0.5, 0.1, -1.8], [0.0, -0.6, 0.9], [0.2, 0.8, 0.5], [-0.2, -0.2, 0.0], [-0.1, 0.1, 0.4], [0.4, 0.1, -0.6], [0.5, -0.9, 0.3], [-0.5, 0.3, -0.3], [0.1, 0.6, -0.2], [-0.2, 0.0, -0.4], [0.0, -0.3, -0.2], [0.2, 0.0, 0.6], [-0.1, -0.8, -0.5], [0.2, 0.2, 0.4], [0.3, 0.5, 0.3], [1.3, -0.7, 0.6], [-0.1, 0.7, -0.6], [-0.7, -0.2, 1.0], [-1.2, -0.3, -1.1], [0.1, 0.4, 0.3], [0.4, 0.1, -0.4], [-0.6, -0.4, 0.7], [0.2, 0.0, 0.4], [0.7, 0.3, -0.8], [-0.3, 0.1, -0.3], [-0.3, 0.0, 0.3], [0.2, -0.2, -0.2], [0.1, -0.6, 0.6], [0.3, 0.3, -0.1], [-0.3, 0.4, -0.3], [-1.1, 1.2, 0.6], [0.8, -0.5, 0.7], [0.7, -0.6, -0.7]],
  "lowdin_charge": [0.033, -0.234, -0.379, -0.483, 0.743, 0.077, -0.317, -0.005, 0.051, 0.066, 0.091, 0.092, 0.111, 0.070, 0.083, -0.140, 0.134, 0.147, -0.041, 0.063, 0.055, -0.067, 0.028, 0.023, -0.110, 0.026, -0.011, -0.114, -0.024, -0.019, -0.086, 0.032, -0.013, -0.101, 0.006, 0.037, -0.053, 0.055, 0.065, -0.043, 0.059, 0.092, -0.068, 0.046, 0.031, -0.066, 0.044, 0.010, -0.096, 0.075, 0.027]
}



No. 2
{
  "formula": "C4H32NO12",
  "method": "ωB97M-V with the def2-TZVPD basis set",
  "e_tot_ha": -1129.174191,
  "homo_ev": -5.9,
  "homo_lumo_gap_ev": 8.652,
  "total_charge": -1,
  "elements": ["C", "C", "C", "N", "C", "O", "H", "H", "H", "H", "H", "H", "H", "H", "H", "H", "H", "H", "O", "H", "H", "O", "H", "H", "O", "H", "H", "O", "H", "H", "O", "H", "H", "O", "H", "H", "O", "H", "H", "O", "H", "H", "O", "H", "H", "O", "H", "H", "O"],
  "coordinates": [[2.97169, 1.68580, -1.33978], [2.41044, 1.74726, 0.01906], [1.32002, 2.81236, 0.18079], [1.87569, 0.39257, 0.36512], [0.52757, 0.19766, 0.00182], [-0.28077, 0.40024, 1.08855], [3.10641, 2.76724, -1.67324], [3.86353, 1.03197, -1.27338], [2.29432, 1.37578, -2.10343], [3.20780, 1.89761, 0.78622], [0.37665, 2.40309, 0.80113], [1.63081, 3.65688, 0.75099], [0.91559, 3.13197, -0.82264], [2.10386, 0.30768, 1.43909], [0.15497, 0.67640, -0.87626], [0.38959, -1.02679, -0.14135], [-1.73813, -3.86332, -0.56798], [-1.48274, -2.34853, -0.03821], [-1.89573, -2.91343, -0.80360], [-3.07202, 0.78126, -0.97726], [-3.09862, 2.02899, -0.40084], [-3.01141, 1.75508, -1.29389], [0.21438, -1.30691, 3.21005], [-0.65435, -0.19179, 2.74619], [-0.55244, -0.78393, 3.49417], [-3.23114, 1.34726, 2.01954], [-1.83434, 1.22002, 1.21119], [-2.69088, 1.74852, 1.38003], [1.12617, -3.64367, 0.06720], [0.09654, -3.41595, 0.97166], [0.31886, -4.04522, 0.24547], [1.98469, 1.50962, 3.86644], [2.61208, 0.84101, 2.65837], [2.81531, 1.55589, 3.35830], [-1.77406, -2.17438, 1.94250], [-1.00941, -0.79849, 1.46874], [-1.10435, -1.94938, 1.29842], [-1.84395, 1.77158, -2.59772], [-0.46207, 1.27872, -3.06049], [-1.35425, 1.34167, -3.33518], [-0.40172, -1.04138, -1.88292], [-0.21054, -0.50615, -3.32413], [0.16704, -0.85796, -2.59876], [2.51497, -1.43882, -0.46584], [1.61190, -2.16413, -1.41553], [2.27037, -2.32109, -0.92198], [-3.58355, -1.67813, -1.94934], [-3.56933, -1.72358, -0.37359], [-4.02547, -1.47112, -1.13368]],
  "atomic_forces_ev_per_a": [[1.3, 1.9, -0.7], [-1.0, -0.7, 1.8], [-2.8, -0.9, 0.2], [3.3, 0.8, 1.6], [-1.8, -5.4, 2.3], [-2.3, 1.0, 1.5], [0.9, -1.2, 0.4], [-0.3, 0.7, -0.8], [-0.8, -1.0, -0.2], [-0.4, 0.3, -0.8], [2.2, 0.8, -1.5], [0.5, 0.8, 0.1], [0.4, -0.1, 1.0], [-1.9, -0.5, -3.3], [0.5, 0.7, -0.6], [0.5, 2.7, -0.4], [0.2, 1.6, -0.3], [-0.7, -1.5, -0.9], [0.1, -0.6, 0.1], [0.0, 1.5, -1.8], [0.0, 1.7, 1.8], [-0.3, -3.2, -0.1], [-0.5, 0.1, 0.1], [0.5, 0.8, 0.0], [0.5, -0.2, 1.4], [-0.8, -1.0, 1.3], [-0.7, 0.5, 0.4], [1.9, 0.6, -1.5], [2.9, 0.8, -1.5], [-0.8, -0.7, -0.5], [-1.8, -0.6, 2.1], [0.4, 0.2, -0.1], [0.8, 1.9, 1.9], [-1.0, -1.8, -1.2], [-0.2, -0.4, 0.3], [1.1, -2.1, -2.3], [-0.1, 2.6, 1.1], [0.1, -0.4, -0.2], [1.3, 0.2, 0.6], [-1.4, 0.5, -0.6], [-1.6, -0.3, 0.7], [-2.7, 1.4, -3.3], [4.3, -1.8, 2.1], [-0.8, -1.6, -1.0], [-7.9, 2.1, -6.1], [8.9, -0.4, 7.0], [0.8, -0.6, 0.3], [1.8, -1.3, 1.0], [-3.0, 2.2, -1.4]],
  "lowdin_charge": [-0.084, -0.465, -0.061, -0.035, -0.398, -0.325, 0.100, 0.092, 0.059, 0.128, 0.117, 0.050, 0.087, 0.124, 0.096, 0.133, 0.046, -0.031, -0.162, 0.082, -0.027, -0.085, 0.048, -0.028, -0.082, 0.013, 0.041, -0.076, -0.044, 0.028, -0.063, 0.044, 0.031, -0.089, 0.059, 0.093, -0.191, 0.005, -0.022, -0.070, 0.000, -0.032, 0.006, 0.075, -0.124, -0.016, 0.028, -0.030, -0.044]
}



No. 3
{
  "formula": "C4H33NO13S",
  "method": "ωB97M-V with the def2-TZVPD basis set",
  "e_tot_ha": -1603.107564,
  "homo_ev": -9.2,
  "homo_lumo_gap_ev": 9.236,
  "total_charge": 0,
  "elements": ["O", "C", "C", "C", "C", "S", "N", "H", "H", "H", "H", "H", "H", "H", "H", "H", "H", "H", "O", "H", "H", "O", "H", "H", "O", "H", "H", "O", "H", "H", "O", "H", "H", "O", "H", "H", "O", "H", "H", "O", "H", "H", "O", "H", "H", "O", "H", "H", "O", "H", "H", "O"],
  "coordinates": [[1.49244, 1.87329, 0.63484], [0.80536, 1.32649, 1.45482], [0.59954, -0.14565, 1.37756], [-0.21832, -0.43015, 0.11084], [-0.95526, -1.86012, 0.12265], [-1.66439, -2.29967, -1.54750], [1.82259, -1.04131, 1.70511], [0.12126, 1.90180, 2.13473], [-0.10482, -0.31779, 2.25774], [-0.87077, 0.54483, 0.07406], [0.45362, -0.32486, -0.79522], [-1.61706, -1.87569, 0.91285], [-0.18677, -2.67970, 0.17365], [-1.62136, -3.69764, -1.43528], [2.21966, -1.22987, 0.78640], [2.38258, -0.56764, 2.31345], [-2.67304, 0.71781, 1.52978], [-3.39887, 1.95188, 2.14179], [-2.73557, 1.69562, 1.53695], [-2.22955, 0.75317, -2.04858], [-3.13337, 0.86655, -0.84069], [-2.17742, 1.17507, -1.27157], [4.69729, 1.55665, -1.37187], [3.55013, 1.28002, -0.48705], [3.89539, 1.93558, -1.00687], [0.72201, 0.85505, -2.06244], [0.78590, 0.71670, -3.55515], [1.36009, 0.84455, -2.77734], [1.32716, -2.88862, 2.21114], [1.00527, -4.36255, 2.69207], [0.68093, -3.59807, 2.30688], [3.59767, -0.77726, -2.47461], [2.24323, -0.76140, -1.79125], [3.06888, -1.23747, -1.82292], [-2.88078, -1.41901, 2.41071], [-4.26503, -0.70225, 2.33188], [-3.52132, -0.91798, 1.78558], [0.67352, 4.13866, -2.82803], [1.75531, 3.02059, -2.25009], [1.16802, 3.27032, -3.00975], [2.23045, -3.08367, -1.82522], [3.18623, -3.48250, -0.70941], [2.24355, -3.57220, -0.96157], [-0.69452, -2.18996, 2.62466], [-1.77605, -3.14848, 3.21115], [-1.46583, -2.13538, 2.96352], [-1.39451, 3.67626, -2.31168], [-2.32089, 2.59427, -1.82526], [-2.18282, 3.60659, -1.80165], [-0.91117, 3.53750, -0.35764], [-2.01496, 3.24469, 0.75382], [-1.07363, 3.66294, 0.61005]],
  "atomic_forces_ev_per_a": [[0.7, 0.4, 0.1], [-0.4, 0.8, -0.9], [-0.7, -2.3, 3.1], [0.0, 0.6, -0.5], [3.2, 0.6, -2.7], [-0.2, -0.6, 0.6], [-4.0, -0.6, -3.4], [0.6, -0.2, -0.2], [0.6, 0.0, -1.0], [0.7, -2.5, -0.1], [-0.7, -0.4, 1.0], [-1.5, -0.3, 0.9], [-0.5, 1.1, 0.6], [0.1, 1.5, 0.0], [0.8, 0.0, 0.4], [2.2, 1.5, 1.6], [-0.6, 0.4, 0.3], [-1.1, 0.1, 1.1], [1.2, -0.5, -1.2], [0.0, -2.9, -4.9], [3.7, 1.4, -1.2], [-4.3, 0.3, 5.6], [0.1, 0.1, -0.1], [-1.7, -2.5, 2.2], [1.5, 2.5, -2.1], [-0.1, 0.4, 0.3], [0.5, 0.2, 0.3], [-0.3, -1.3, -0.5], [0.6, 0.2, 0.0], [1.4, -2.0, 1.1], [-1.8, 1.7, -1.1], [-0.1, 0.3, -0.2], [-0.4, 0.6, -0.4], [0.8, -0.5, 0.3], [-0.8, 0.9, -1.3], [-0.7, 0.2, 0.4], [1.5, -1.1, 0.8], [1.7, -1.8, 0.0], [-0.8, 0.7, -0.8], [-1.0, 2.1, 0.7], [0.0, -0.5, 1.2], [-0.9, 0.0, -0.2], [0.6, 0.2, -0.8], [8.6, -1.3, -3.6], [1.7, 4.0, -1.1], [-10.6, -3.1, 5.6], [1.0, 0.4, -0.9], [0.1, 2.2, 0.5], [-1.1, -1.3, -0.5], [-0.6, 0.3, 1.4], [3.0, 1.1, -0.6], [-1.8, -1.1, -0.1]],
  "lowdin_charge": [0.076, -0.231, -0.322, -0.181, -0.489, 0.656, 0.098, 0.136, 0.134, 0.109, 0.085, -0.014, 0.055, -0.109, 0.071, 0.041, 0.015, 0.036, -0.055, -0.016, 0.202, -0.059, 0.043, -0.050, -0.013, 0.007, 0.081, -0.062, 0.008, 0.012, -0.034, 0.052, -0.008, -0.056, 0.043, 0.039, -0.091, 0.076, 0.042, -0.116, 0.034, 0.040, -0.107, -0.134, 0.196, -0.052, -0.012, 0.005, -0.096, 0.005, 0.052, -0.141]
}



No. 4
{
  "formula": "C4H34N2O12",
  "method": "ωB97M-V with the def2-TZVPD basis set",
  "smiles": "C[C@@H](O)[C@@H](N)CN.O.O.O.O.O.O.O.O.O.O.O",
  "e_tot_ha": -1185.043410,
  "homo_ev": -9.3,
  "homo_lumo_gap_ev": 9.305,
  "total_charge": 0,
  "elements": ["C", "C", "O", "C", "N", "C", "N", "H", "H", "H", "H", "H", "H", "H", "H", "H", "H", "H", "H", "O", "H", "H", "O", "H", "H", "O", "H", "H", "O", "H", "H", "O", "H", "H", "O", "H", "H", "O", "H", "H", "O", "H", "H", "O", "H", "H", "O", "H", "H", "O", "H", "H"],
  "coordinates": [[0.84231, -0.34150, 1.65673], [0.48426, 0.10132, 0.21731], [-0.01162, -0.99943, -0.47216], [-0.56623, 1.24854, 0.19560], [-0.65495, 1.63930, -1.24874], [-1.96816, 0.83221, 0.80112], [-2.17768, 1.79434, 1.97086], [1.52331, -1.20923, 1.48697], [1.49109, 0.34058, 2.02730], [0.21483, -0.92603, 2.28595], [1.33395, 0.60456, -0.37326], [-0.33795, -0.75515, -1.38228], [-0.15770, 2.12625, 0.72950], [-0.75294, 2.64659, -1.27208], [-1.36189, 1.06558, -1.73640], [-2.12454, -0.29143, 0.93394], [-2.80294, 1.17129, 0.01581], [-2.18658, 1.33149, 2.81592], [-2.94351, 2.41488, 1.74152], [0.70602, -1.24604, -3.16277], [1.28637, -1.30011, -3.87137], [1.09557, -0.57931, -2.49263], [0.76330, 2.29868, 3.43685], [-0.01377, 2.34818, 4.00648], [0.36325, 2.19740, 2.48968], [-1.32351, 4.74741, 0.68311], [-1.76208, 4.41137, 1.45633], [-1.98700, 4.57391, -0.02220], [-3.20332, 0.94569, -2.43847], [-3.45537, 0.01488, -2.21504], [-3.41569, 1.07350, -3.39785], [-3.53472, -1.70759, -0.84918], [-2.56411, -1.99598, -0.68290], [-3.91165, -2.10814, -0.01692], [-0.88481, 0.22516, 4.06414], [-0.15826, -0.32431, 4.20656], [-0.79814, 0.67687, 4.96012], [1.72656, 1.08866, -2.44611], [1.12420, 1.53420, -1.85409], [1.07863, 1.13120, -3.24023], [1.32080, -3.58182, -0.40581], [2.23940, -3.28203, -0.44400], [0.67626, -2.93893, -0.25463], [2.14403, -4.12358, 2.15627], [2.92421, -3.83324, 1.70179], [1.47284, -3.33427, 1.90265], [3.84040, -0.52555, -2.41554], [3.06985, -0.17998, -2.10410], [4.35991, 0.12022, -2.78979], [3.27471, -3.35310, -2.03895], [3.35046, -2.35560, -2.31398], [2.35257, -3.41190, -2.00104]],
  "atomic_forces_ev_per_a": [[1.2, -3.4, -3.7], [-0.6, 2.0, 1.0], [-0.9, -0.7, -1.6], [-0.3, -1.2, -0.9], [0.5, -0.4, 1.1], [-1.1, 2.3, -1.2], [0.3, -0.2, -3.2], [0.3, 0.5, -0.4], [1.4, 2.2, 2.1], [-1.6, 0.8, 0.4], [-0.5, -1.3, 1.6], [0.6, -0.4, 1.3], [-0.4, -0.5, -0.2], [-0.8, -0.2, -0.5], [0.1, 1.4, 0.2], [0.4, 1.7, 0.4], [1.9, -1.0, 1.5], [-0.5, -0.9, 2.1], [-0.2, -0.5, 0.7], [-1.5, 1.1, 3.4], [1.8, -0.1, -2.0], [-0.4, -1.5, -1.9], [-0.6, 0.2, -2.4], [0.1, 0.0, -0.4], [0.8, 0.3, 2.9], [-0.6, 0.0, -1.4], [-0.1, -0.3, 0.8], [0.7, 0.3, 0.6], [-0.6, -0.8, -1.1], [0.1, 0.9, -0.2], [0.2, -0.3, 1.3], [2.1, -1.6, 2.0], [-2.0, 0.8, -0.8], [0.0, 0.8, -1.3], [-1.7, 1.9, 2.6], [2.1, -1.9, -0.5], [-0.9, -0.4, -1.5], [-1.0, 0.4, -2.9], [-0.8, 0.6, 1.1], [1.9, -0.3, 1.4], [0.8, -2.5, -0.3], [-0.4, 0.5, 0.3], [-1.0, 2.2, 0.2], [-2.9, 2.8, 0.1], [0.8, 0.0, -0.4], [2.3, -3.1, 0.8], [1.8, -4.5, 0.0], [-3.1, 2.1, 1.1], [1.5, 2.3, -1.2], [2.4, 3.3, -1.0], [0.6, -2.5, 0.6], [-2.5, -0.8, -0.3]],
  "lowdin_charge": [-0.008, -0.386, -0.058, -0.306, 0.032, -0.147, 0.011, 0.078, 0.043, 0.069, 0.144, 0.093, 0.118, 0.085, 0.057, 0.113, 0.127, -0.006, 0.061, -0.062, 0.008, 0.025, -0.104, 0.010, 0.046, -0.059, 0.003, 0.052, -0.094, 0.036, 0.077, -0.104, 0.079, 0.073, -0.063, 0.004, 0.098, -0.115, -0.012, 0.124, -0.047, 0.025, -0.019, -0.109, 0.003, 0.079, 0.024, -0.054, 0.022, -0.080, 0.056, -0.043]
}